Entry from OMol25: a cluster of 3 separate species, C9H25ClN2O9P2 in total (ωB97M-V/def2-TZVPD).

The geometry in ORCA input format:
```
! wB97M-V def2-TZVPD RIJCOSX def2/J DEFGRID3
* xyz 0 1
N -2.23121 0.79003 -0.04137
P -2.85566 -0.24434 0.91845
O -3.40071 -1.55090 0.12435
O -4.21562 0.32165 1.60802
P -1.62826 -1.00666 2.67752
O -0.89968 0.42602 2.79496
Cl -0.60671 -1.60187 4.54904
C -0.93896 -2.43170 1.75817
C -0.14629 -2.09372 0.48971
C -0.33360 -3.16508 -0.57917
N 0.39376 -2.80261 -1.79807
H -1.28441 1.01497 0.24018
H -4.26041 -1.88106 0.39030
H -4.88546 -0.34751 1.75137
H -2.81782 -1.21628 3.38247
H -1.53449 1.14873 2.82791
H -0.30795 -2.97602 2.45562
H -1.79883 -3.06947 1.53839
H -0.43086 -1.13886 0.04879
H 0.90993 -2.02855 0.74798
H -1.39731 -3.26268 -0.79916
H -0.01121 -4.13040 -0.16531
H -0.00581 -3.29656 -2.58564
H 1.34670 -3.13907 -1.73447
C 2.33726 -0.07637 2.49872
O 3.60782 -0.21490 1.85354
C 4.63534 -0.34822 2.68813
O 4.57470 -0.35691 3.88876
O 5.74700 -0.47077 1.96335
C 6.93880 -0.61790 2.73953
H 1.60605 0.02634 1.70336
H 2.11177 -0.95575 3.09960
H 2.31458 0.81055 3.12751
H 6.88711 -1.51309 3.35565
H 7.09332 0.25274 3.37325
H 7.74868 -0.70510 2.02222
C -2.93355 1.82718 -3.19149
O -2.33706 2.25133 -4.42872
C -1.85984 3.48774 -4.41544
O -1.89563 4.25809 -3.49186
O -1.32652 3.74323 -5.61393
C -0.76817 5.05189 -5.73721
H -3.26915 0.80883 -3.35946
H -2.21593 1.83938 -2.37905
H -3.78131 2.46291 -2.94370
H 0.03625 5.19595 -5.01879
H -1.53195 5.81190 -5.58519
H -0.37872 5.11287 -6.74880
*
```

Its orbital gap is 8.947 eV. Its SMILES is N=P(O)(O)[PH](O)(Cl)CCCN.COC(=O)OC.COC(=O)OC. The calculation puts the lowest unoccupied orbital energy at -0.295 eV.